9
Properties=species:S:1:pos:R:3:forces:R:3:lowdin_charge:R:1 method="wB97M-V/def2-TZVPD" spin_multiplicity=1 smiles="NC(=O)[C@H](Cl)Br" lumo_ha=0.0175 energy_ev=-88224.8209 e_above_lowest_kj_mol=25.5 charge=0
C -0.2528 0.6513 -0.3759 -3.87 0.57 1.12 -0.637
C -1.6423 0.0185 0.5253 2.02 0.59 -1.67 -0.962
N 0.7878 -0.1572 -0.3538 0.18 0.19 -0.26 0.137
O -0.4379 1.6615 -0.9979 0.40 -0.07 0.13 0.043
Cl -1.0656 -1.0737 1.7744 -0.24 -0.37 0.22 0.570
Br -2.5970 -0.9044 -0.9512 0.11 0.28 0.85 0.610
H -2.3123 0.7421 1.0201 0.55 -0.14 -0.75 0.046
H 0.6054 -0.9936 0.1978 1.08 -0.08 -0.62 0.047
H 1.4605 0.0689 -1.1021 -0.22 -0.96 0.98 0.148